(1)
Below is 2 unconnected molecules or ions with the total composition C3H3N3O at a distorted geometry, with properties calculated with ωB97M-V/def2-TZVPD.

```
10
Properties=species:S:1:pos:R:3:forces:R:3
N -0.661042 -0.540051 1.879430 -0.2 0.4 -0.6
C -1.034947 0.005576 0.867296 0.2 -0.3 0.5
C -1.230554 0.665064 -0.268599 0.0 -0.1 0.1
C -0.246762 0.353519 -1.310117 0.2 -0.2 0.0
O 0.589980 -0.520963 -1.201054 -0.4 0.3 -0.3
H -0.870174 -1.516028 2.060596 -0.2 0.0 0.0
H -2.051680 1.355204 -0.417161 0.1 -0.1 0.1
H -0.303448 0.962202 -2.230770 -0.1 0.0 0.1
N 2.732917 -0.809809 0.612031 0.7 1.5 -1.0
N 3.075709 0.045285 0.008348 -0.5 -1.5 1.1
```
Forces are in eV/Å.

Calculated values
2S+1	1
energy relative to the best compared isomer or geometry (same formula, charge and spin)	0.8766	eV
structure (SMILES)	N=C=CC=O.N#N
LUMO energy	0.6	eV

(2)
Below is a molecular structure, C3H3N3O at a distorted geometry, with properties calculated with ωB97M-V/def2-TZVPD.

```
10
Properties=species:S:1:pos:R:3:forces:R:3
N -2.015324 -0.692209 0.032448 0.5 0.1 -0.1
C -0.934376 -0.170355 -0.301248 -0.7 -0.1 0.1
N 1.458639 -1.216333 1.943910 0.7 1.7 0.3
N 1.833069 -0.188059 2.073351 -0.6 -1.8 -0.2
O 0.334866 -0.761210 -0.644048 -0.1 0.0 -0.1
C 0.743465 0.562503 -0.866013 0.1 0.2 -0.1
C -0.393215 1.182433 -0.551613 0.1 0.0 -0.1
H -1.986341 -1.710345 0.066191 0.2 0.0 0.0
H 1.739232 0.807318 -1.213629 -0.1 -0.2 0.1
H -0.780015 2.186256 -0.539349 0.0 -0.1 0.0
```
Forces are in eV/Å.

Calculated values
2S+1	1
energy relative to the best compared isomer or geometry (same formula, charge and spin)	1.5043	eV
LUMO energy	0.6	eV